Entry 1:
{"formula": "C2H3O2S2", "method": "wB97M-V/def2-TZVPD", "symbols": ["C", "C", "O", "O", "S", "S", "H", "H", "H"], "positions_angstrom": [[-0.92, -0.15, -0.28], [0.23, 0.52, 0.52], [1.95, -1.28, -0.48], [1.20, 1.22, -0.22], [-2.68, -0.43, 0.33], [1.88, -0.17, 0.45], [-1.03, 0.44, -1.19], [-0.57, -1.15, -0.57], [-0.06, 1.02, 1.44]], "nbo_charge": [-0.577, -0.090, -0.929, -0.658, -0.706, 1.354, 0.204, 0.214, 0.187], "total_charge": -1, "spin_multiplicity": 1, "largest_force_ha_per_bohr": 0.04051, "gap_ha": 0.21175}

***

Entry 2:
{"formula": "C34H45BaI2N3OSb2Si", "method": "wB97M-V/def2-TZVPD", "symbols": ["Ba", "I", "C", "C", "C", "I", "C", "O", "C", "C", "N", "C", "C", "C", "C", "C", "C", "N", "C", "H", "H", "H", "H", "H", "H", "H", "H", "H", "H", "H", "C", "Sb", "C", "C", "C", "C", "C", "C", "C", "C", "C", "Sb", "C", "C", "H", "H", "H", "H", "H", "H", "H", "H", "H", "H", "H", "H", "H", "H", "H", "H", "H", "H", "H", "H", "C", "Si", "C", "C", "N", "C", "C", "C", "C", "C", "C", "H", "H", "H", "H", "H", "H", "H", "H", "H", "H", "H", "H", "H", "H"], "positions_angstrom": [[0.68, -0.41, 0.67], [-1.56, 0.05, 8.28], [-1.42, -0.43, 6.26], [-0.91, -1.67, 5.88], [-0.77, -1.96, 4.53], [0.06, -3.77, 3.93], [-1.12, -1.04, 3.51], [-1.01, -1.32, 2.26], [-1.57, 0.23, 3.95], [-1.76, 1.30, 2.91], [-0.46, 1.74, 2.34], [0.49, 2.22, 3.35], [1.32, 1.12, 3.96], [1.46, 1.01, 5.34], [2.25, 0.00, 5.86], [2.89, -0.87, 4.99], [2.71, -0.68, 3.64], [1.95, 0.29, 3.12], [-1.74, 0.51, 5.29], [-0.61, -2.39, 6.62], [-2.29, 2.15, 3.37], [-2.37, 0.93, 2.08], [-0.66, 2.51, 1.70], [-0.01, 2.77, 4.15], [1.17, 2.92, 2.86], [0.93, 1.69, 5.99], [2.34, -0.12, 6.93], [3.50, -1.69, 5.35], [3.20, -1.34, 2.92], [-2.10, 1.49, 5.59], [-2.48, 3.34, -0.63], [-1.03, 2.02, -1.52], [0.14, 3.59, -2.37], [-2.19, 1.59, -3.29], [-3.47, 0.86, -3.02], [-4.61, 1.60, -2.70], [-5.83, 1.01, -2.45], [-5.94, -0.37, -2.53], [-4.83, -1.13, -2.85], [-3.58, -0.54, -3.09], [-2.43, -1.44, -3.41], [-1.47, -2.21, -1.61], [-3.07, -3.51, -1.03], [-0.29, -3.69, -2.60], [-3.33, 2.77, -0.24], [-2.83, 4.06, -1.37], [-2.01, 3.88, 0.19], [-0.49, 4.23, -2.98], [0.95, 3.17, -2.97], [0.58, 4.18, -1.56], [-1.53, 1.07, -3.98], [-2.41, 2.57, -3.72], [-4.53, 2.68, -2.67], [-6.69, 1.62, -2.20], [-6.89, -0.86, -2.35], [-4.92, -2.20, -2.93], [-1.66, -0.96, -4.01], [-2.77, -2.33, -3.95], [-3.38, -4.13, -1.87], [-3.91, -2.92, -0.67], [-2.72, -4.14, -0.22], [-0.86, -4.16, -3.40], [0.02, -4.45, -1.88], [0.61, -3.23, -3.01], [3.47, -2.65, 0.35], [3.90, -1.13, -0.70], [5.15, -1.66, -1.99], [4.76, 0.08, 0.48], [2.43, -0.56, -1.33], [2.34, 0.21, -2.47], [3.27, 1.22, -2.81], [3.16, 1.94, -3.99], [2.12, 1.71, -4.88], [1.17, 0.75, -4.56], [1.28, 0.02, -3.38], [4.31, -2.94, 0.99], [3.25, -3.49, -0.31], [2.61, -2.56, 1.02], [6.05, -2.09, -1.52], [5.47, -0.81, -2.60], [4.73, -2.41, -2.66], [5.61, -0.38, 0.99], [4.07, 0.45, 1.24], [5.14, 0.96, -0.06], [4.09, 1.42, -2.14], [3.91, 2.69, -4.22], [2.04, 2.27, -5.81], [0.36, 0.54, -5.24], [0.56, -0.77, -3.17]], "mulliken_charge": [1.611, 0.052, -0.573, -0.292, -0.342, 0.019, 0.414, -0.839, 0.492, -1.155, -0.024, -1.270, 0.723, -0.731, -0.544, -0.889, 0.083, 0.117, -0.327, 0.391, 0.413, 0.347, -0.040, 0.350, 0.573, 0.445, 0.417, 0.462, 0.177, 0.423, -1.657, 0.588, -1.076, -1.034, 0.587, -0.588, -0.752, -0.758, -0.609, 0.616, -1.339, 0.887, -1.422, -1.326, 0.447, 0.498, 0.471, 0.426, 0.129, 0.407, 0.141, 0.761, 0.348, 0.410, 0.407, 0.396, 0.375, 0.772, 0.417, 0.383, 0.395, 0.421, 0.402, 0.367, -0.663, -0.370, -1.066, -0.769, -0.403, 0.093, 0.349, -0.958, -0.813, -0.254, 0.314, 0.300, 0.266, 0.096, 0.365, 0.333, 0.297, 0.321, 0.106, 0.415, 0.253, 0.348, 0.366, 0.406, -0.311], "spin_multiplicity": 1, "largest_force_ha_per_bohr": 0.00318, "gap_ha": 0.25710}

***

Entry 3:
{"formula": "C4H8NO3", "method": "wB97M-V/def2-TZVPD", "symbols": ["C", "C", "O", "N", "H", "H", "H", "H", "H", "C", "C", "O", "O", "H", "H", "H"], "positions_angstrom": [[-1.29, -0.05, -1.74], [-2.08, 0.31, -0.36], [-3.29, 0.52, -0.38], [-1.52, -0.02, 0.90], [-1.36, 0.66, -2.39], [-1.73, -1.08, -1.97], [-2.04, 0.46, 1.72], [-0.50, 0.26, 1.03], [-0.34, -0.56, -1.54], [2.82, -1.20, 0.88], [1.89, 0.01, 0.30], [1.89, 0.19, -0.96], [1.30, 0.61, 1.23], [2.49, -2.02, 1.56], [3.60, -0.81, 1.55], [3.32, -1.76, 0.16]], "nbo_charge": [-0.692, 0.691, -0.659, -0.874, 0.204, 0.212, 0.369, 0.440, 0.266, -0.762, 0.800, -0.772, -0.795, 0.193, 0.193, 0.185], "total_charge": -1, "spin_multiplicity": 1, "largest_force_ha_per_bohr": 0.18702, "gap_ha": 0.32038}

***

One value per record, in order, for highest occupied orbital energy: -2.6 -7.0 -4.8 eV.
One value per record, in order, for E: -1024.84008 -2953.07491 -437.73216 Ha.